This record from the OMol25 dataset describes 2 unconnected molecules or ions with the total composition C8H4N6 at a distorted geometry. The level of theory is ωB97M-V with the def2-TZVPD basis set.

Properties
max |F| = 5.838 eV Å⁻¹
HOMO (spin up / spin down) = -0.41440 / -0.39445 hartree
E_LUMO (spin up / spin down) = -3.43 / -2.91 eV

Cartesian coordinates (Å):
C  1.386  1.093  -1.124
N  1.746  1.191  -2.193
N  -3.019  -1.914  0.903
C  0.659  -1.591  -0.084
N  0.371  -0.347  0.552
H  0.383  1.650  0.701
C  2.299  0.841  1.106
H  0.861  -1.488  -1.317
C  -2.355  -1.007  0.652
C  1.099  0.826  0.283
C  -1.708  0.123  0.067
N  -2.051  2.228  1.440
N  -1.160  0.428  -2.402
N  3.248  0.909  1.668
H  1.638  -1.940  0.291
C  -1.484  0.239  -1.334
C  -1.848  1.249  0.841
H  -0.064  -2.490  -0.050